Record 1
DFT (ωB97M-V with the def2-TZVPD basis set) results for one molecule with the formula C3H3NO2S.

CARTESIAN COORDINATES (ANGSTROEM)
O (-0.41743, -1.90042, -0.89020)
C (-0.11685, -0.68800, -0.52185)
O (-0.32000, 0.33019, -1.38207)
C (-0.05668, 1.49396, -0.63648)
N (0.18716, 1.24974, 0.62057)
C (0.10426, -0.10790, 0.70807)
S (0.60202, -0.93470, 2.22979)
H (-0.88230, -2.11280, -1.79900)
H (0.07655, 2.43404, -1.06413)
H (0.82327, 0.23589, 2.73530)

The HOMO-LUMO gap comes out at 8.26 eV. The charge is 0. As for the energy above the lowest of the compared OMol25 structures with the same formula, charge and spin: 2.397 eV. The SMILES is Oc1ocnc1S. Its LUMO energy is 0.320 eV.

Record 2
DFT (ωB97M-V with the def2-TZVPD basis set) results for C29H56BCsN4P2S as an isolated structure.

CARTESIAN COORDINATES (ANGSTROEM)
Cs (0.75629, 0.50555, 0.72670)
C (-0.73902, -4.76340, 0.55556)
C (0.40585, -4.37477, -0.38414)
C (0.94780, -5.62132, -1.07437)
C (1.48490, -3.74952, 0.51810)
P (-0.15582, -2.95115, -1.48561)
C (1.40836, -2.62056, -2.45259)
N (1.46168, -1.26850, -2.96844)
B (1.43785, -0.06276, -2.11974)
N (1.38239, 0.97332, -3.17352)
C (1.27658, 2.39787, -2.97909)
P (-0.12766, 2.91107, -1.86309)
C (-1.63966, 2.81271, -2.96725)
C (-1.67348, 3.73940, -4.18130)
C (-1.71248, 1.36155, -3.45939)
C (-2.88526, 3.05611, -2.10586)
C (0.35714, 4.71296, -1.58520)
C (1.36425, 4.66725, -0.42626)
C (-0.84294, 5.53043, -1.11117)
C (1.01298, 5.43517, -2.76497)
C (1.44953, 0.43490, -4.44557)
C (1.47711, 1.02609, -5.69630)
C (1.54800, 0.20884, -6.82458)
C (1.60448, -1.16950, -6.69885)
C (1.58648, -1.77305, -5.44124)
C (1.49503, -0.97082, -4.31651)
C (-1.34035, -3.59615, -2.80006)
C (-0.79052, -4.60737, -3.80413)
C (-2.57858, -4.20184, -2.14096)
C (-1.78306, -2.34458, -3.57114)
H (-0.36495, -5.45824, 1.31149)
H (-1.56700, -5.24815, 0.04552)
H (-1.12488, -3.87793, 1.06526)
H (1.38059, -6.30134, -0.33544)
H (1.72692, -5.38052, -1.79779)
H (0.16021, -6.16608, -1.59560)
H (1.64734, -4.37620, 1.39770)
H (1.13532, -2.76766, 0.84802)
H (2.44216, -3.62308, 0.02090)
H (1.56107, -3.34977, -3.25021)
H (2.23428, -2.75477, -1.74945)
H (1.17683, 2.89903, -3.94546)
H (2.19235, 2.79708, -2.52491)
H (-0.79107, 3.62343, -4.81005)
H (-1.76302, 4.78842, -3.89955)
H (-2.54116, 3.49335, -4.79856)
H (-0.97231, 1.14727, -4.22686)
H (-2.70415, 1.19037, -3.88731)
H (-1.55829, 0.64655, -2.65027)
H (-2.96441, 4.08116, -1.75035)
H (-2.89580, 2.39215, -1.23758)
H (-3.77776, 2.84303, -2.69972)
H (0.90237, 4.26931, 0.47886)
H (1.71795, 5.67748, -0.20612)
H (2.23827, 4.05780, -0.65778)
H (-1.38420, 5.02772, -0.30785)
H (-1.54244, 5.73525, -1.91980)
H (-0.49599, 6.49290, -0.72772)
H (1.95747, 4.97600, -3.05203)
H (1.23110, 6.46813, -2.47936)
H (0.37328, 5.46679, -3.64431)
H (1.45664, 2.10242, -5.80925)
H (1.57629, 0.66245, -7.80662)
H (1.67810, -1.78873, -7.58254)
H (1.66120, -2.84769, -5.35649)
H (-0.41744, -5.51424, -3.32892)
H (0.00274, -4.18462, -4.40997)
H (-1.58894, -4.89888, -4.49218)
H (-2.38065, -5.19382, -1.73607)
H (-3.36736, -4.30865, -2.88994)
H (-2.96331, -3.56791, -1.33959)
H (-0.94625, -1.83523, -4.04971)
H (-2.27926, -1.63284, -2.91250)
H (-2.48836, -2.63909, -4.35242)
C (-3.36704, 1.87797, 4.77372)
C (-2.92782, 1.61939, 3.34508)
N (-2.81051, 0.19809, 3.05994)
C (-1.72479, -0.53748, 3.36239)
S (-0.29125, 0.14286, 3.91727)
N (-1.80762, -1.87816, 3.15652)
C (-3.02324, -2.63568, 2.91770)
C (-3.89476, -2.79894, 4.15503)
H (-3.44932, 2.94870, 4.95480)
H (-2.64144, 1.46631, 5.47488)
H (-4.34207, 1.43187, 4.97063)
H (-1.95690, 2.07191, 3.14889)
H (-3.64289, 2.03042, 2.62816)
H (-3.67185, -0.28551, 2.86504)
H (-1.01296, -2.37849, 3.52655)
H (-2.71054, -3.60914, 2.53846)
H (-3.57461, -2.17837, 2.09036)
H (-3.35157, -3.32356, 4.93998)
H (-4.78748, -3.37529, 3.91648)
H (-4.21069, -1.83757, 4.55970)

The HOMO-LUMO gap comes out at 5.17 eV. The charge is 0. Its LUMO energy is -0.026 eV.

Record 3
DFT (ωB97M-V with the def2-TZVPD basis set) results for a 3-piece molecular cluster, C3H9NO4 overall.

CARTESIAN COORDINATES (ANGSTROEM)
C (0.19134, 0.97939, 0.75006)
C (-0.05590, 0.57530, -0.68950)
O (-0.39795, 1.35023, -1.57860)
N (0.11591, -0.84055, -0.95102)
C (0.33390, -1.69063, 0.09301)
O (0.40810, -2.89118, -0.02005)
H (-0.57785, 0.50250, 1.43242)
H (1.26299, 0.89732, 1.01712)
H (0.28130, 2.10890, 0.77112)
H (-0.02040, -1.22149, -1.92688)
H (0.50057, -1.28948, 1.06703)
O (3.56922, 0.16608, 1.27641)
H (4.26774, 0.86862, 1.09109)
H (3.74761, -0.05437, 2.17360)
O (-4.59950, -0.08511, -1.93295)
H (-3.84401, 0.22861, -1.33283)
H (-5.18306, 0.39587, -1.24001)

The HOMO-LUMO gap comes out at 10.48 eV. The charge is 0. As for the energy above the lowest of the compared OMol25 structures with the same formula, charge and spin: 1.042 eV. The SMILES is CC(=O)NC=O.O.O. Its LUMO energy is 0.290 eV.